This record from the OMol25 dataset describes a molecular structure, C38H39F5N2ORu at a distorted geometry. The level of theory is ωB97M-V with the def2-TZVPD basis set.

Calculated values
Spin multiplicity: 5
Energy above the lowest of the compared OMol25 structures with the same formula, charge and spin: 20.0 kcal/mol
Frontier orbital gap (spin up / spin down): 4.3 / 6.2 eV
Charge: -2
LUMO level (spin up / spin down): 4.5647 / 4.5583 eV
Molecular weight: 735.80 u
F_max: 1.3 eV/Å

```
86
Properties=species:S:1:pos:R:3:forces:R:3
Ru -0.140826 -0.080326 -0.214695 0.23 0.76 0.10
F -2.164111 -1.737107 -2.360807 0.23 0.18 -0.41
C -1.204783 -1.017421 -3.000236 0.38 0.12 1.12
C -0.211684 -0.369492 -2.236380 -0.12 0.18 -1.30
C 0.762176 0.261999 -3.038638 -0.15 -0.36 0.91
F 1.853441 0.804960 -2.433344 -0.25 -0.10 -0.48
C 0.740384 0.310410 -4.416110 -0.10 -0.10 -0.80
F 1.739261 0.918738 -5.116219 -0.40 -0.20 0.24
C -0.295121 -0.313858 -5.116939 0.09 -0.09 0.34
F -0.321446 -0.307176 -6.482616 -0.02 0.00 0.70
C -1.262817 -1.001287 -4.379150 0.13 0.06 -0.82
F -2.243194 -1.671781 -5.050251 0.30 0.27 0.23
C 2.780992 -2.287899 -1.661184 -0.12 -0.02 0.06
C 2.387602 -3.557468 -0.909866 0.02 0.09 -0.07
C 1.070196 -4.116808 -1.451162 0.11 0.03 0.01
C 2.289435 -3.318821 0.577715 -0.12 -0.08 -0.09
C 3.155935 -3.956003 1.429400 0.13 -0.10 0.17
C 3.064778 -3.840599 2.815458 0.08 -0.18 0.15
C 1.994529 -3.132582 3.338616 0.38 -0.12 0.14
C 1.079650 -2.482262 2.537424 -0.14 0.33 -0.22
C -0.194342 -2.009296 3.212658 -0.07 -0.02 -0.13
C -1.200155 -3.164179 3.107098 0.03 0.19 0.17
C -0.850938 -0.715795 2.691864 -0.38 -0.37 0.07
C 1.249092 -2.459502 1.097025 0.88 -0.56 0.71
N 0.515101 -1.724059 0.314800 -0.61 -0.12 -0.27
H 2.837563 -2.478193 -2.731635 0.04 0.00 -0.20
H 3.742951 -1.912967 -1.316702 0.13 0.05 0.02
H 2.026878 -1.523273 -1.484628 0.13 0.00 -0.06
H 3.172178 -4.310348 -1.076022 -0.05 0.03 0.09
H 0.271015 -3.397882 -1.278029 -0.07 -0.02 -0.03
H 0.823956 -5.050371 -0.945875 -0.08 -0.10 0.02
H 1.144799 -4.304461 -2.521039 0.00 -0.05 -0.18
H 3.936159 -4.580602 1.006327 0.06 -0.02 -0.08
H 3.769718 -4.348365 3.462691 0.02 0.02 0.02
H 1.857539 -3.113183 4.417785 -0.06 0.05 0.00
H 0.033726 -1.859870 4.279511 0.10 -0.05 -0.15
H -1.453369 -3.312524 2.060300 -0.08 -0.05 -0.14
H -2.108775 -2.955463 3.671726 -0.21 0.04 0.01
H -0.752612 -4.079187 3.493928 -0.01 -0.06 0.03
H -1.608057 -0.950232 1.934901 0.16 0.07 0.26
H 1.045611 -0.164130 2.233441 -0.34 0.14 -0.18
H -1.352130 -0.221473 3.537674 0.00 -0.10 -0.20
N 0.111490 0.243221 2.092622 0.34 -0.09 -0.07
C 0.092668 1.498654 2.786597 0.26 0.13 0.57
C 0.712128 1.597824 4.042695 -0.21 0.20 -0.39
C 0.637640 2.783411 4.759958 0.16 -0.33 0.13
C -0.008506 3.879887 4.222064 -0.22 0.25 -0.39
C -0.602085 3.789548 2.964692 0.17 -0.16 0.41
C -0.576000 2.589376 2.263307 -0.16 0.22 -0.13
H 1.241931 0.743255 4.444956 -0.01 -0.09 0.03
H 1.075142 2.841534 5.750345 0.10 0.02 -0.04
H -0.038244 4.814156 4.767751 -0.02 0.04 0.02
H -1.077142 4.657719 2.534966 -0.08 0.06 -0.13
H -1.063328 2.498526 1.301146 0.04 -0.05 -0.07
C -5.059414 -1.545427 0.880820 -0.05 0.10 -0.06
C -4.837310 -0.154772 0.268154 0.08 -0.04 0.00
C -5.486860 -0.084020 -1.120037 -0.02 -0.03 0.10
C -5.449755 0.917531 1.179259 0.03 -0.09 -0.07
C -3.391654 0.058532 0.116343 -0.93 0.16 0.21
C -2.208568 0.222775 -0.083842 0.43 0.10 -0.17
H -6.124212 -1.777973 0.963802 -0.11 0.01 0.01
H -4.613386 -1.590319 1.873852 0.04 -0.03 0.05
H -4.579552 -2.297540 0.258233 0.03 -0.09 -0.03
H -6.561771 -0.274667 -1.064921 -0.11 -0.02 0.02
H -5.026259 -0.818969 -1.776269 0.02 -0.05 -0.09
H -5.326239 0.903171 -1.550457 0.01 0.05 -0.06
H -6.532636 0.790131 1.254253 -0.10 -0.03 0.01
H -5.241591 1.908396 0.779816 0.02 0.08 -0.01
H -5.020279 0.854971 2.178312 0.05 0.02 0.06
C 2.409656 2.260271 0.274415 -0.37 -0.12 -0.19
C 1.136863 2.880783 -0.269348 0.56 0.01 0.12
O 0.231280 2.117747 -0.743913 -0.34 -0.32 0.16
C 0.973118 4.284907 -0.258144 -0.06 -0.15 -0.05
C 1.918579 5.201690 0.281318 0.13 -0.23 0.02
C 1.644279 6.544153 0.326558 0.10 0.30 0.10
C 0.447360 7.061933 -0.170294 -0.08 0.37 0.03
C -0.482181 6.180433 -0.735012 -0.06 0.21 0.00
C -0.229799 4.839404 -0.783108 -0.15 -0.26 -0.10
H 2.328714 1.170021 0.175797 0.06 0.18 0.06
H 2.558774 2.521274 1.324681 0.10 0.03 0.09
H 3.272820 2.593914 -0.304529 0.16 0.01 0.05
H 2.866119 4.842539 0.659924 0.03 -0.06 0.07
H 2.370029 7.222727 0.765659 0.04 -0.02 -0.03
H 0.247768 8.126034 -0.131154 0.00 0.02 0.02
H -1.412947 6.568655 -1.135748 -0.02 -0.01 -0.03
H -0.933560 4.150138 -1.226471 -0.10 -0.04 0.01
```
Positions in Å, forces in eV/Å.

Atomic partial charges in e from the Löwdin method, atoms 1 to 2:
1 Ru 1.162
2 F 0.040

This record from the OMol25 dataset describes a molecular structure, C38H39N3O3PSeTc at a distorted geometry. The level of theory is ωB97M-V with the def2-TZVPD basis set.

Calculated values
Spin multiplicity: 4
Energy above the lowest of the compared OMol25 structures with the same formula, charge and spin: 0.0 kcal/mol
Frontier orbital gap (spin up / spin down): 6.9 / 6.8 eV
Charge: -1
LUMO level (spin up / spin down): 2.5174 / 2.0385 eV
Molecular weight: 793.68 u
F_max: 1.3 eV/Å

```
86
Properties=species:S:1:pos:R:3:forces:R:3
Tc 0.027999 -0.661415 -1.666065 -0.27 -0.17 -0.24
C 2.471862 0.980757 3.245808 -0.13 0.07 -0.01
C 2.086875 1.996348 2.198367 0.01 -0.10 -0.06
C 2.248249 3.343365 2.513902 0.04 0.00 0.04
C 1.946035 4.351454 1.613234 -0.03 -0.02 -0.04
C 1.459534 4.022406 0.359465 0.02 0.13 0.03
C 1.274648 2.691620 0.029200 0.05 -0.08 0.03
C 1.581727 1.667282 0.927329 -0.18 0.15 -0.24
P 1.322109 -0.030749 0.270479 0.84 0.15 1.00
C 0.602483 -0.910215 1.711332 -0.12 0.04 0.04
C -0.552861 -0.247497 2.143810 0.12 0.08 -0.09
C -1.363375 -0.771869 3.127569 -0.06 0.03 0.05
C -1.027165 -1.989419 3.699670 0.01 -0.01 0.01
C 0.108545 -2.652156 3.275533 -0.03 -0.01 -0.02
C 0.937458 -2.144625 2.274130 0.05 0.08 -0.02
C 2.139381 -2.970865 1.895811 -0.08 0.07 0.02
C 3.025625 -0.537385 -0.149666 -0.14 -0.14 -0.15
C 4.186132 -0.045328 0.436495 0.04 -0.04 0.02
C 5.426074 -0.396275 -0.074529 0.05 0.05 0.08
C 5.500496 -1.223771 -1.186515 -0.05 -0.02 -0.05
C 4.342785 -1.696341 -1.784012 0.03 -0.02 -0.02
C 3.083147 -1.366584 -1.283017 0.10 0.07 0.19
C 1.826889 -1.882066 -1.897960 -0.16 0.13 0.36
H 3.268063 1.377865 3.877855 -0.01 0.00 -0.02
H 2.813109 0.050536 2.802796 0.00 -0.11 0.07
H 1.616293 0.745877 3.882543 0.00 -0.07 0.00
H 2.632078 3.602844 3.494761 0.01 -0.02 -0.01
H 2.095774 5.387518 1.891303 -0.02 0.00 0.01
H 1.212479 4.795655 -0.357045 0.00 -0.02 -0.01
H 0.865742 2.437332 -0.937569 0.04 0.03 0.01
H -0.828746 0.685496 1.660622 -0.06 -0.10 0.04
H -2.265427 -0.250949 3.421450 -0.02 0.01 -0.04
H -1.666631 -2.435846 4.450655 0.01 0.00 0.01
H 0.354744 -3.618746 3.701446 0.00 0.00 0.01
H 1.869369 -4.027397 1.881673 0.00 0.01 0.00
H 2.938355 -2.839409 2.632198 0.03 0.01 -0.05
H 2.531835 -2.711191 0.921877 0.08 -0.01 -0.13
H 4.130929 0.638641 1.273224 0.02 -0.01 -0.05
H 6.328898 -0.008997 0.381400 -0.01 0.01 -0.01
H 6.466766 -1.486703 -1.600503 0.00 -0.01 0.00
H 4.405425 -2.330147 -2.661278 0.00 0.02 -0.01
H 1.528963 -2.788680 -1.358607 -0.13 -0.07 -0.04
H 2.011550 -2.170407 -2.934674 -0.19 0.12 -0.04
N -0.142227 -4.539793 -1.108220 0.09 0.18 -0.22
N -1.106352 -4.298733 -0.113987 0.03 0.23 0.13
C -1.658201 -3.001720 0.044811 -0.24 -0.37 0.13
O -2.767944 -2.973006 0.574584 0.16 0.15 0.04
O -0.966059 -1.993970 -0.326282 0.42 0.18 -0.37
H -0.565233 -4.573706 -2.032797 -0.03 -0.07 -0.01
H 0.289859 -5.432248 -0.921356 0.11 -0.01 0.06
H -1.842628 -4.984579 -0.042467 -0.15 0.04 -0.06
C -6.656645 1.188650 2.214047 0.10 0.01 -0.02
C -5.398067 1.168189 1.385550 -0.05 -0.02 0.00
C -5.231215 0.260522 0.352785 0.00 0.02 0.01
C -4.100081 0.262598 -0.459810 0.06 0.05 0.02
C -3.977233 -0.779499 -1.531308 0.01 -0.04 -0.05
C -3.099971 1.217719 -0.223422 0.13 -0.28 0.13
Se -1.585051 1.370358 -1.402581 0.01 0.00 -0.13
C -3.231599 2.122308 0.845005 0.00 -0.04 -0.04
C -2.161301 3.128416 1.185071 -0.10 -0.02 -0.08
C -4.380758 2.082396 1.624950 -0.01 0.02 0.01
H -7.334131 0.390018 1.912711 -0.01 0.00 0.02
H -7.176307 2.142019 2.093645 -0.05 -0.02 0.03
H -6.432374 1.067325 3.276114 -0.03 -0.01 0.00
H -6.001724 -0.481172 0.166361 0.00 0.01 -0.01
H -4.958679 -1.144457 -1.840054 -0.02 0.02 0.06
H -3.411594 -1.625572 -1.132895 -0.06 0.08 -0.07
H -3.449261 -0.401212 -2.404600 0.01 0.03 -0.02
H -1.659012 3.475521 0.284688 0.04 0.06 0.05
H -1.397679 2.683181 1.830262 0.04 0.07 -0.03
H -2.589729 3.982767 1.711731 0.00 -0.02 0.04
H -4.485625 2.794778 2.439088 0.00 0.01 -0.01
O -1.757129 -3.562668 -4.219281 0.00 -0.05 0.00
C -1.297064 -2.607579 -3.680363 0.14 0.26 0.16
N -0.836974 -1.645088 -3.155230 -0.42 -0.59 -0.72
C 1.884347 2.640176 -4.888109 -0.04 -0.02 0.02
C 2.655050 2.252385 -3.803052 0.03 0.08 -0.09
C 2.180996 1.300304 -2.910546 0.01 -0.17 0.18
C 0.924985 0.695161 -3.048777 0.03 0.10 0.13
C 0.183726 1.093902 -4.171827 -0.18 -0.19 0.04
C 0.643453 2.044587 -5.070016 0.08 0.05 -0.02
H 2.240941 3.394271 -5.579775 0.01 -0.01 0.00
H 3.630666 2.698326 -3.643009 0.00 -0.02 0.02
H 2.823834 1.033221 -2.079238 -0.02 0.06 -0.03
H -0.786920 0.645717 -4.345387 -0.01 0.03 0.03
H 0.022686 2.330224 -5.911510 0.00 -0.02 -0.01
```
Positions in Å, forces in eV/Å.

Atomic partial charges in e from the Löwdin method, atoms 1 to 2:
1 Tc 1.177
2 C -0.051